Record 1
{"formula": "C31H38F6N4OP2Ti", "method": "ωB97M-V/def2-TZVPD", "elements": ["Ti", "C", "C", "C", "C", "C", "C", "C", "C", "C", "H", "H", "H", "H", "H", "H", "H", "H", "H", "H", "H", "H", "H", "H", "H", "P", "P", "N", "N", "N", "N", "C", "C", "C", "C", "C", "C", "C", "C", "C", "C", "C", "C", "C", "C", "C", "C", "C", "C", "H", "H", "H", "H", "H", "H", "H", "H", "H", "H", "H", "H", "H", "H", "H", "H", "H", "H", "H", "H", "C", "C", "O", "C", "F", "F", "F", "C", "F", "F", "F", "H", "H", "H"], "coordinates": [[-0.89302, -0.68246, 1.81116], [2.10699, -3.07864, -0.87056], [1.43812, -1.90114, -0.72865], [0.20901, -1.31931, -1.39955], [-1.19660, -1.72451, -0.83714], [-1.58153, -3.04144, -1.48392], [-0.75955, -3.85511, -2.12127], [0.60546, -3.87392, -2.75065], [1.91386, -4.09732, -1.88515], [-2.28511, -0.41656, 3.33018], [2.85337, -3.30176, -0.10335], [1.74902, -1.29510, 0.15581], [0.25909, -1.38597, -2.50959], [0.26847, -0.22136, -1.27240], [-1.21273, -1.83142, 0.32075], [-1.99626, -0.94714, -1.00893], [-2.63984, -3.38914, -1.37241], [-1.29575, -4.77612, -2.48246], [0.81087, -3.06401, -3.47267], [0.58457, -4.77988, -3.38248], [1.82651, -5.07955, -1.38932], [2.79786, -4.14608, -2.55648], [-2.92848, -1.31975, 3.34174], [-2.81264, 0.36951, 2.71906], [-2.13287, -0.04635, 4.35643], [-1.66882, 1.60631, -0.31573], [1.80850, 1.13717, 1.15261], [-2.15842, 1.92921, -2.10695], [-2.34425, 3.30326, 0.09769], [2.70261, 1.47008, -0.51115], [3.15989, 2.22358, 1.90488], [-0.00244, 2.28293, -0.56599], [0.63560, 2.47540, 0.81677], [-3.24359, 1.24229, -2.65528], [-3.45652, 1.69576, -3.95537], [-2.50829, 2.72014, -4.20914], [-1.72881, 2.84679, -3.06072], [-3.39046, 3.44646, 1.01027], [-3.94454, 4.73256, 0.86754], [-3.20244, 5.40264, -0.15930], [-2.18799, 4.52446, -0.57114], [3.25237, 0.47627, -1.32934], [4.08935, 1.04959, -2.28797], [3.92678, 2.47385, -2.15015], [3.09537, 2.70830, -1.05300], [4.40375, 2.68996, 1.45509], [4.93222, 3.58814, 2.38309], [4.01368, 3.64458, 3.48524], [2.94212, 2.81035, 3.15762], [0.03597, 3.24301, -1.11877], [0.52680, 1.57527, -1.23514], [1.10322, 3.47192, 0.87452], [-0.12694, 2.45508, 1.61989], [-3.75716, 0.50072, -2.06364], [-4.20192, 1.31712, -4.65616], [-2.38516, 3.29782, -5.11038], [-0.90649, 3.54325, -2.88013], [-3.61801, 2.63938, 1.68692], [-4.76540, 5.14474, 1.40916], [-3.37288, 6.37118, -0.57507], [-1.35875, 4.71515, -1.25718], [3.03048, -0.58045, -1.16930], [4.74212, 0.46242, -2.94012], [4.36661, 3.23194, -2.79442], [2.86290, 3.63486, -0.56461], [4.84598, 2.36125, 0.52077], [5.87008, 4.12245, 2.26677], [4.14253, 4.22295, 4.39361], [2.04372, 2.57351, 3.71927], [-0.50985, -4.32692, 3.76824], [-0.90758, -3.83997, 2.40623], [-0.64980, -2.48440, 2.14632], [-0.12166, -4.83085, 1.50535], [-0.13162, -6.13999, 1.91286], [-0.52098, -4.87308, 0.21817], [1.18995, -4.43861, 1.50639], [-2.37722, -4.21770, 2.13491], [-2.59723, -5.54439, 2.40860], [-3.24216, -3.54505, 2.93326], [-2.82360, -3.97974, 0.87092], [0.58316, -4.27828, 3.83099], [-0.84965, -5.35887, 3.85508], [-0.93396, -3.72126, 4.56895]], "lumo_energy_ev": [-0.73, -0.77], "homo_lumo_gap_ev": [6.318, 7.385], "relative_energy_kcal_mol": 84.4, "max_force_ha_per_bohr": 0.123, "e_tot_ev": -98762.39549, "s_squared": 2.01, "multiplicity": 3, "charge": 0}

Record 2
{"formula": "C21H29N5O2", "method": "ωB97M-V/def2-TZVPD", "elements": ["C", "C", "C", "N", "N", "C", "C", "C", "N", "C", "O", "C", "C", "C", "C", "N", "C", "C", "C", "C", "C", "C", "N", "O", "C", "C", "C", "C", "H", "H", "H", "H", "H", "H", "H", "H", "H", "H", "H", "H", "H", "H", "H", "H", "H", "H", "H", "H", "H", "H", "H", "H", "H", "H", "H", "H", "H"], "coordinates": [[3.93830, 2.51837, -9.10691], [3.96553, 1.99863, -7.70392], [3.76689, 0.67589, -7.26238], [3.84812, 0.57288, -5.94336], [4.09196, 1.81452, -5.51613], [4.22249, 2.07709, -4.09754], [2.92899, 1.80489, -3.34366], [3.06626, 2.16977, -1.87135], [1.85885, 1.88622, -1.10180], [1.57088, 0.56825, -0.80886], [2.43973, -0.21901, -0.49343], [0.09938, 0.21756, -0.70980], [-0.39570, 0.26281, 0.73851], [0.24589, -0.78783, 1.67862], [-0.94228, -1.50359, 2.32678], [-2.04701, -0.55841, 2.18611], [-3.34902, -1.13829, 2.43365], [-3.53622, -1.53748, 3.87656], [-3.12600, -0.68647, 4.90167], [-3.30927, -1.03935, 6.22496], [-3.92264, -2.24627, 6.55429], [-4.09051, -2.56246, 8.01085], [-5.04920, -3.48127, 8.31754], [-3.40590, -2.04022, 8.86782], [-4.32277, -3.10269, 5.53674], [-4.12476, -2.74950, 4.20918], [-1.89411, -0.02856, 0.84397], [4.16688, 2.69918, -6.53648], [4.56485, 3.40386, -9.21222], [4.30422, 1.76542, -9.80472], [2.92781, 2.78965, -9.41812], [3.58009, -0.20831, -7.85221], [5.02731, 1.45553, -3.70118], [4.52037, 3.12174, -3.99340], [2.11794, 2.38036, -3.80077], [2.67859, 0.74731, -3.44205], [3.87283, 1.59914, -1.41091], [3.30480, 3.22939, -1.75843], [1.05505, 2.40539, -1.42350], [-0.50440, 0.88904, -1.32575], [-0.01450, -0.79487, -1.10244], [-0.20896, 1.26264, 1.13714], [0.88772, -1.47249, 1.12705], [0.86977, -0.30151, 2.42662], [-1.17193, -2.43703, 1.78325], [-0.77868, -1.75771, 3.37353], [-4.10519, -0.39432, 2.16463], [-3.52423, -2.01874, 1.78966], [-2.64566, 0.24852, 4.64211], [-2.98230, -0.39720, 7.03181], [-5.74748, -3.75897, 7.65434], [-5.22107, -3.65800, 9.29216], [-4.75459, -4.06889, 5.76691], [-4.41965, -3.43285, 3.42131], [-2.51829, 0.85556, 0.70044], [-2.17626, -0.78094, 0.08273], [4.36706, 3.74364, -6.35964]], "lumo_energy_ev": 0.68, "homo_lumo_gap_ev": 9.536, "relative_energy_kcal_mol": 32.7, "max_force_ha_per_bohr": 0.019, "e_tot_ev": -33794.13080, "charge": 0}

Record 3
{"formula": "CH2FNO", "method": "ωB97M-V/def2-TZVPD", "elements": ["C", "N", "O", "F", "H", "H"], "coordinates": [[-0.30743, -0.21305, -0.91375], [0.24279, 0.58419, 0.82574], [-0.82371, -1.21954, -0.88299], [-0.13147, -0.53987, 1.56607], [-0.24007, 0.71150, -1.56468], [1.25989, 0.67677, 0.96961]], "lumo_energy_ev": 0.41, "homo_lumo_gap_ev": 9.660, "relative_energy_kcal_mol": 111.9, "max_force_ha_per_bohr": 0.121, "e_tot_ev": -7320.10597, "charge": 0}

Record 4
{"formula": "C24H53N3O11PS5", "method": "ωB97M-V/def2-TZVPD", "elements": ["C", "C", "N", "C", "C", "O", "C", "C", "C", "C", "C", "C", "C", "O", "O", "N", "C", "C", "C", "O", "P", "N", "O", "O", "H", "H", "H", "H", "H", "H", "H", "H", "H", "H", "H", "H", "H", "H", "H", "H", "H", "H", "H", "H", "H", "H", "H", "C", "S", "O", "C", "H", "H", "H", "H", "H", "H", "C", "S", "O", "C", "H", "H", "H", "H", "H", "H", "C", "S", "O", "C", "H", "H", "H", "H", "H", "H", "C", "S", "O", "C", "H", "H", "H", "H", "H", "H", "C", "S", "O", "C", "H", "H", "H", "H", "H", "H"], "coordinates": [[4.66754, -0.94703, 0.28661], [3.44862, -0.14197, -0.22228], [3.17427, -0.30407, -1.64446], [1.90560, -0.99397, -1.93912], [2.09839, -2.39294, -1.32837], [1.39054, -3.44361, -2.01580], [1.05624, -4.46766, -1.17012], [-0.26868, -4.82860, -1.00726], [-0.58886, -5.84137, -0.11607], [0.38447, -6.50768, 0.60275], [1.70963, -6.15894, 0.40612], [2.04340, -5.15323, -0.47420], [1.77837, -1.14253, -3.49834], [2.80055, -1.56040, -4.06907], [0.67772, -0.83020, -3.99752], [0.80888, -0.18909, -1.31702], [0.59716, 1.13215, -1.93570], [0.57076, 2.30631, -0.93380], [-0.51514, 3.30314, -1.31980], [1.83548, 2.96653, -0.91490], [-0.59646, -0.94646, -0.85542], [-1.32312, -1.92380, -1.80368], [-0.27940, -1.57831, 0.61233], [-1.61144, 0.25794, -0.45726], [4.93369, -1.75180, -0.39621], [5.53382, -0.30823, 0.45286], [4.41110, -1.40982, 1.23774], [2.59185, -0.41402, 0.39499], [3.66535, 0.90842, -0.01703], [3.22640, 0.56496, -2.14834], [3.15986, -2.59049, -1.44796], [1.87855, -2.42189, -0.26141], [-1.06623, -4.32343, -1.52927], [-1.63127, -6.09435, 0.03096], [0.08195, -7.27886, 1.29786], [2.47445, -6.69453, 0.95480], [3.08496, -4.89800, -0.61403], [1.37374, 1.34279, -2.66222], [-0.32489, 1.11635, -2.51316], [0.31485, 1.91296, 0.05090], [-0.68381, 4.02553, -0.52963], [-1.46721, 2.81141, -1.50503], [-0.23625, 3.86860, -2.21453], [1.75115, 3.78345, -1.42385], [-0.78933, -2.00076, -2.67176], [-0.69022, -2.46029, 0.59917], [-1.53852, 0.42113, 0.49376], [-1.74466, 7.39812, -2.86381], [-1.11662, 6.97928, -1.23389], [-1.93001, 5.84053, -0.74372], [-1.75305, 8.44730, -0.40752], [-1.48687, 6.58098, -3.53430], [-2.82763, 7.51386, -2.81701], [-1.27221, 8.31816, -3.20860], [-2.83500, 8.49426, -0.53203], [-1.27913, 9.33521, -0.82716], [-1.50590, 8.36524, 0.64875], [2.94130, -1.81685, 5.85645], [2.99843, -2.15259, 4.08850], [4.04252, -1.26579, 3.51391], [1.41121, -1.40900, 3.69575], [3.87457, -2.16803, 6.29182], [2.83786, -0.74383, 6.01973], [2.10349, -2.35559, 6.29979], [1.41526, -0.36380, 4.00672], [0.61871, -1.96139, 4.20197], [1.26690, -1.47248, 2.61764], [-4.74894, -2.93972, 0.74956], [-4.90131, -4.43958, 1.71393], [-3.55597, -4.75901, 2.26922], [-5.15917, -5.53041, 0.30614], [-4.53780, -2.12114, 1.43106], [-3.93787, -3.04112, 0.02478], [-5.69124, -2.74194, 0.23940], [-4.30868, -5.45379, -0.37152], [-6.07990, -5.24729, -0.20369], [-5.24476, -6.54902, 0.68029], [3.90047, 2.86490, -3.67589], [3.80756, 4.54111, -3.05242], [2.46305, 5.07505, -3.41896], [4.98449, 5.24385, -4.21688], [3.19144, 2.27303, -3.10589], [3.63403, 2.84876, -4.73246], [4.90846, 2.47773, -3.52669], [4.63748, 5.06910, -5.23536], [5.96016, 4.78428, -4.06035], [5.04749, 6.31333, -4.02556], [-6.80850, 0.67887, 4.64191], [-5.40712, 0.51602, 3.52660], [-5.78951, -0.48711, 2.50025], [-4.33333, -0.32839, 4.69490], [-7.61972, 1.14626, 4.08797], [-7.11620, -0.30851, 4.98639], [-6.52804, 1.31044, 5.48503], [-4.81379, -1.24637, 5.03357], [-4.12458, 0.33183, 5.53700], [-3.40597, -0.56817, 4.17850]], "lumo_energy_ev": 1.82, "homo_lumo_gap_ev": 6.306, "max_force_ha_per_bohr": 0.024, "e_tot_ev": -116204.52086, "charge": -1}